ORCA calculation (the ωB97M-V functional and the def2-TZVPD basis) on C34H44FN9O6STi as an isolated structure in a non-equilibrium geometry.

ORCA input file:
```
! wB97M-V def2-TZVPD RIJCOSX def2/J DEFGRID3
* xyz 2 1
F -0.30 4.80 -0.22
O 0.10 -4.96 -1.67
N 0.91 5.88 2.18
H 2.58 7.80 2.04
H 1.89 -3.82 -5.64
H -3.09 -5.90 -5.14
C 0.72 6.29 3.56
H -1.99 -0.43 2.74
C 0.33 -3.76 -1.82
S -2.87 1.15 -3.01
N 1.86 8.25 2.62
C -3.25 2.41 1.41
H 2.02 3.96 3.57
C 1.51 3.59 2.69
C 0.36 6.88 1.26
C 1.78 -0.01 3.19
H 2.36 -5.06 -2.88
C -2.32 0.30 2.01
H 0.85 6.77 0.29
H 2.13 -0.68 3.96
C -2.63 0.77 -0.23
C -2.68 -3.53 -0.43
N 1.70 -1.93 -2.59
C 2.28 -4.20 -3.54
O 0.26 -0.12 -0.04
H 4.19 3.01 3.30
O -0.35 -2.29 1.52
C -2.49 -0.21 -3.96
H -3.09 -5.32 0.82
H -2.59 -0.14 -5.04
C 1.11 -0.54 2.13
H -2.33 -5.15 3.30
H 1.28 8.09 4.65
H -0.72 6.75 1.10
H -0.32 6.60 3.73
H 4.82 2.54 4.88
H 0.91 5.48 4.25
H 3.21 -3.64 -3.46
N -2.25 -0.09 0.74
H 0.47 -3.01 -3.81
C 0.32 2.65 0.39
C 0.87 1.73 1.29
C -2.68 -3.60 2.00
C -2.81 1.53 2.39
C -2.06 -1.03 -1.81
H 2.98 0.88 5.14
C 0.71 0.30 1.03
H 1.98 -6.79 -5.08
H 2.18 9.19 2.84
H 3.24 -4.88 -5.33
C -2.09 -1.28 -3.22
C 0.71 -1.99 2.20
H -1.84 -2.22 -3.68
H 2.27 -1.51 -3.31
H 2.24 -2.00 -1.73
C 2.87 1.74 4.48
Ti -1.36 -1.95 -0.05
H 2.65 7.07 4.18
N 0.09 -6.04 -4.82
C 0.89 4.51 1.85
N -2.66 -4.20 3.20
H -3.46 2.70 -0.71
H -3.73 -3.24 -0.45
C 1.68 7.44 3.87
H 0.68 9.01 1.02
H 1.32 -5.98 -6.48
C 0.31 3.99 0.68
C 1.42 -5.92 -5.40
H -3.67 3.37 1.67
H -0.12 2.29 -0.52
C -2.43 -4.45 0.78
H 2.35 2.52 5.04
O -0.06 -2.86 -0.99
H -2.79 -3.65 4.03
H -2.00 -5.23 -7.14
C 1.49 2.21 2.46
C -1.05 -5.81 -5.43
C 1.18 -3.22 -3.00
C 0.60 8.28 1.82
O -2.96 -2.41 1.87
H -0.20 8.60 2.49
H 4.78 1.37 3.56
C -2.49 0.25 -1.57
O 1.33 -2.76 2.92
H -2.43 -4.05 -1.35
H -1.40 -4.81 0.78
C 2.22 -4.65 -5.02
H -2.88 1.78 3.44
H -0.30 -5.02 -7.15
C 4.25 2.20 4.02
N -2.18 -6.17 -4.80
N 2.03 1.31 3.36
H 0.04 -6.08 -3.80
C -3.14 2.03 0.08
N -1.13 -5.27 -6.65
H -2.11 -6.46 -3.84
*
```

Its LUMO energy is -0.16491 Eh. For the energy relative to the best compared isomer or geometry (same formula, charge and spin), the calculation gives 164.5 kJ/mol. Its orbital gap is 0.255 hartree.

ORCA calculation (the ωB97M-V functional and the def2-TZVPD basis) on C34H44GeN4SeTeW as an isolated structure.

ORCA input file:
```
! wB97M-V def2-TZVPD RIJCOSX def2/J DEFGRID3
* xyz 2 1
C 3.85 -1.34 -2.27
H 0.81 5.79 -3.66
W -1.18 0.23 0.11
C -2.48 -0.13 -1.70
Ge 0.68 -4.63 3.20
H -2.88 3.92 -0.46
H 5.11 0.39 -2.30
H 0.32 -0.25 4.00
H -4.10 0.59 -0.32
H 2.09 -0.30 2.02
H 0.75 -0.68 -4.76
H -1.16 -4.98 1.46
H 2.91 -4.93 4.42
N -1.87 1.09 1.93
H -3.75 2.63 4.14
H -1.47 -0.30 4.05
H 1.64 -2.18 3.29
H -3.29 2.70 0.55
C -0.97 1.93 2.57
H 2.06 2.64 -0.09
H -0.52 -1.67 4.68
H -0.97 2.93 0.34
H -3.95 0.78 2.20
C 1.08 -2.76 2.57
H -1.86 2.47 -3.42
C 2.06 0.44 1.22
C 3.71 0.45 -0.68
C 2.06 4.67 -0.73
C 0.74 3.76 -3.00
H 1.67 -2.82 1.65
C 2.23 -1.43 -0.49
H -1.42 -2.85 -0.12
H -2.57 0.55 -2.53
C -2.95 2.28 3.51
H 0.41 -5.51 0.81
H 3.06 -5.43 2.73
C -3.06 1.32 2.50
C -1.62 2.69 3.55
N -2.90 2.91 -0.36
C -1.81 0.83 -6.37
C 2.66 -0.19 -0.02
H 2.70 1.27 1.53
C -0.48 -4.52 4.77
H 1.95 6.61 -1.64
H -1.39 -3.96 4.55
H -0.97 -1.63 -2.42
H 0.03 -4.06 5.61
Se -0.58 -1.80 2.22
C -1.54 1.75 -4.17
C -0.48 0.88 -3.93
C -1.66 -1.30 -1.66
C -2.88 -1.21 0.27
H 2.48 -2.97 -1.97
C 1.06 2.87 -1.98
H -1.17 3.41 4.21
C -2.20 1.73 -5.39
C -3.30 -0.10 -0.53
H -1.14 2.70 -1.25
C 1.06 5.10 -2.86
H -0.44 -0.73 -6.91
H -3.28 -1.49 1.23
C 1.70 5.57 -1.73
H 2.60 5.02 0.14
H -0.47 -6.53 1.94
H -0.79 -5.52 5.07
C -0.08 -0.01 -4.92
H 1.18 2.19 2.77
H 0.27 3.42 -3.91
C -0.75 -0.04 -6.14
C -1.90 -1.95 -0.45
C 2.82 -2.00 -1.61
C 0.37 1.74 2.18
C -0.23 -5.49 1.70
H -3.01 2.41 -5.57
H -2.32 0.81 -7.32
C 4.29 -0.12 -1.80
C 1.75 3.32 -0.86
C 2.41 -5.45 3.60
Te 0.67 0.78 -2.16
H 2.27 -6.48 3.90
H 4.31 -1.79 -3.14
H 4.08 1.40 -0.31
C -0.56 -0.88 3.93
N -1.53 2.43 -0.35
H 1.41 -1.94 -0.01
N 0.65 0.95 1.18
*
```

Its LUMO energy (spin up / spin down) is -0.22643 / -0.22641 Eh. For the energy relative to the best compared isomer or geometry (same formula, charge and spin), the calculation gives 123.9 kJ/mol. Its orbital gap (spin up / spin down) is 0.263 / 0.263 hartree.

ORCA calculation (the ωB97M-V functional and the def2-TZVPD basis) on a 2-piece molecular cluster, C34H44N2O2PS overall in a non-equilibrium geometry.

ORCA input file:
```
! wB97M-V def2-TZVPD RIJCOSX def2/J DEFGRID3
* xyz 1 1
H -7.61 3.68 -0.26
C 4.08 -2.07 -0.40
H -5.88 -0.03 -1.48
H 0.25 -3.77 5.04
H 6.35 -4.89 1.25
H 1.88 -2.83 5.04
H -6.21 1.76 0.15
H -9.34 6.80 -0.90
H -9.36 5.68 -2.26
C -8.85 5.92 -1.32
C 0.96 -3.09 2.96
H -6.91 0.78 -2.65
H -6.09 3.03 -3.68
C 7.73 0.15 2.19
H -4.13 -1.80 0.15
H -4.22 1.77 -1.60
H 1.26 -0.93 3.72
C -6.20 0.95 -1.84
H 8.61 -1.02 0.38
H -0.67 -1.03 -2.84
H 8.17 0.74 0.09
C 1.10 -2.03 -1.54
H -7.33 7.17 -2.08
H -4.66 3.41 -0.24
H 8.22 -7.45 3.74
C 6.81 -3.82 1.19
C -5.00 1.72 -2.37
H 8.98 1.86 2.91
S -4.21 -2.49 -2.56
H -1.99 -3.16 1.20
C 1.48 -2.86 -0.22
N 0.71 -3.99 2.01
H -4.52 3.68 -3.16
H -0.14 -1.14 2.50
H 4.40 0.54 -3.10
C 7.80 -0.22 0.63
C 2.35 -1.64 -2.51
N -6.10 3.93 -1.74
H -4.31 4.92 -1.13
O 2.27 -1.69 -3.77
C 4.65 -0.07 -2.17
H -3.42 -0.12 -1.26
H 6.65 1.05 -1.74
H 4.79 -3.19 2.06
H -8.05 3.10 -1.90
H 7.06 -3.62 0.07
C 8.21 -3.79 2.01
H -9.02 5.11 -0.62
H -6.87 6.38 -0.59
C -0.40 -1.61 -1.87
P -3.38 -1.56 -1.06
H -7.77 1.19 -0.40
C 5.95 0.20 -1.34
H 1.69 -1.14 1.92
C -7.26 3.13 -1.14
H 8.15 -2.93 2.77
C 3.05 -3.24 -0.01
C 1.25 -3.61 4.48
C -5.09 4.31 -0.67
C 0.95 -1.48 2.75
H -5.60 4.87 0.12
C -6.87 1.72 -0.72
C -7.37 6.21 -1.55
C -1.17 -2.83 0.44
H 6.16 -2.08 2.61
C 6.39 -0.62 -0.05
H 7.60 -0.61 3.06
C 5.77 -2.67 1.70
H 1.79 -4.63 4.40
C 3.70 -1.23 -1.71
C 8.42 -6.43 3.24
H 9.10 -3.67 1.30
H 7.02 2.29 2.75
C 7.89 1.56 2.63
C -1.55 -2.01 -0.87
C 5.42 -1.77 0.42
H -4.56 1.17 -3.21
H -5.74 5.70 -2.85
C 8.38 -5.20 2.82
H -7.25 4.89 -3.27
C -6.62 5.21 -2.43
O 3.35 -4.39 0.40
C 0.33 -3.25 0.78
C -5.40 3.11 -2.84
*
```

Its LUMO energy is -0.10579 Eh. Its orbital gap is 0.219 hartree.

In order of appearance, E_tot = -3613.46811; -6353.91530; -2320.53090 a.u..